1.
Computed, not measured: a molecular structure, C2H3NO2 at a distorted geometry, with wB97M-V/def2-TZVPD.

Cartesian coordinates (Å):
O -3.4676 0.0149 -0.0278
O -2.4417 -0.0385 -0.9587
N -2.5263 -0.0057 1.0060
C -1.6131 -0.0423 0.1264
C -0.1276 0.0360 0.0412
H 0.0582 0.5719 -0.8589
H 0.5279 -0.8904 -0.1655
H 0.2568 0.5768 0.8212

The orbital gap comes out at 0.419 hartree.

How positive or negative is each atom? The Löwdin charges in e answer that: O -0.03; O 0.05; N 0.13; C -0.40; C 0.01; H 0.07; H 0.12; H 0.05

***

2.
Computed, not measured: a molecular structure, C48H47As2FeN4O12S at a distorted geometry, with wB97M-V/def2-TZVPD.

Cartesian coordinates (Å):
As 1.8450 -0.5774 -1.2598
As -1.2995 -1.6867 -1.9154
Fe -1.7770 -1.2512 0.3209
S 0.3765 -4.7366 1.7477
O -0.9696 -1.1343 3.4627
O 3.2949 -3.1586 -0.7516
O -2.6508 -1.0907 2.0153
O 1.8419 2.2111 -1.7408
O -1.7001 4.7142 5.3788
O 3.2972 -3.7348 -2.8821
O -1.2894 2.0813 -3.5524
O 1.2447 2.1554 -3.9083
O 1.0276 -5.0415 -2.2722
O -3.1817 -0.4566 -0.6488
O -1.2015 -4.6971 -2.2182
O -2.6015 0.3225 -3.9819
N -1.1385 0.6433 0.4671
N -0.1620 -2.3036 0.9831
N -2.8566 4.9565 -0.8106
N -2.1942 5.6840 -0.0050
C -3.8165 -5.3801 0.4157
C -3.0546 0.8262 -0.8442
C 0.1382 2.5444 1.0840
C -2.7844 4.3752 3.3482
C 2.7646 -3.5410 -4.1764
C 1.8436 3.4306 -4.0694
C -1.1919 6.2523 2.0715
C -4.5894 -4.3487 -0.1066
C 0.6426 0.3689 -2.4463
C -0.6228 -0.0457 -2.7409
C -2.1456 5.5336 1.3267
C -1.0098 6.0079 3.4132
C -3.8035 2.9685 -1.6717
C 1.0553 -2.2477 1.6319
C 1.4967 -3.4795 2.1458
C -1.5926 0.7694 -3.4641
C 1.5003 -2.3474 -1.9596
C -1.9348 1.4580 -0.2618
C 5.3552 -0.3486 1.9553
C -1.7954 5.0571 4.0714
C 3.5264 -0.2811 -2.2920
C 3.4711 -2.4964 3.0293
C -0.7150 5.3223 6.1756
C 0.8109 -6.4296 -2.4406
C 1.9028 -1.1531 1.8104
C -2.9650 4.6044 2.0149
C -0.6319 -3.5448 0.9782
C -2.1494 -1.1099 3.1778
C -3.9673 1.6054 -1.5743
C -2.4944 -5.1636 0.7220
C 1.2559 1.6663 -2.6685
C 0.2405 -2.8358 -2.1442
C -0.0632 -4.2494 -2.2162
C -0.5679 3.3564 0.2205
C -2.1190 2.8329 -4.4241
C -1.9276 -3.8964 0.5081
C 3.1006 -1.2604 2.4928
C 4.2654 0.1728 4.1675
C 4.0265 -0.0649 2.6684
C -2.6607 -2.3228 -3.1492
C -1.7290 2.8535 -0.3674
C -2.7611 3.6463 -0.9973
C 3.4550 1.2277 2.0797
C -4.0153 -3.1157 -0.3846
C 2.6768 -3.6065 2.8510
C 2.7232 -3.1445 -1.8239
C -2.6917 -2.8866 -0.0754
C -0.2273 1.2108 1.2376
H 2.5373 1.5033 2.5919
H -0.8837 6.4000 6.2576
H 3.2771 -4.2637 -4.8083
H -4.7989 1.1069 -2.0514
H -4.2610 -6.3481 0.6021
H 3.9209 0.7082 -2.0620
H -3.4977 -1.6253 -3.1041
H -2.9264 -1.1025 3.9831
H -3.7322 4.0743 1.4708
H -0.2501 4.3699 0.0302
H 1.6867 -3.7107 -4.2195
H 4.2571 -1.0287 -1.9813
H -0.8125 4.8650 7.1585
H 3.3424 -0.3609 -3.3642
H 0.2874 5.1291 5.7820
H 4.3917 -2.6047 3.5799
H 3.3160 0.3483 4.6686
H 4.8988 1.0464 4.3099
H 0.9650 2.9414 1.6467
H 1.5515 3.7734 -5.0584
H 1.6257 -0.2089 1.3902
H -4.6161 -2.3237 -0.8061
H -2.2473 -2.3107 -4.1632
H -3.1220 2.9237 -4.0076
H 2.9307 3.3542 -3.9913
H -4.5384 3.5610 -2.1958
H -0.2449 6.5602 3.9362
H 4.1750 2.0308 2.2267
H -3.3921 3.6467 3.8612
H -2.1901 2.3358 -5.3930
H 2.9800 -2.5285 -4.5342
H 3.2687 1.1299 1.0059
H 0.4009 -6.6219 -3.4351
H 1.4876 4.1110 -3.2942
H -5.6413 -4.5029 -0.2942
H -2.9843 -3.3258 -2.8743
H 5.1696 -0.5027 0.8931
H 0.1745 0.5829 2.0147
H 6.0284 0.4987 2.0743
H -0.5771 6.9796 1.5657
H 1.7903 -6.8892 -2.3310
H 4.7502 -0.6775 4.6383
H -1.8927 -5.9460 1.1641
H -1.6537 3.8101 -4.5156
H 5.8459 -1.2321 2.3525
H 0.1128 -6.7980 -1.6889
H 2.9611 -4.5679 3.2422

As for the spin multiplicity: 6. The orbital gap (alpha / beta) comes out at 0.196 / 0.252 hartree.

Atomic partial charges in e from the Löwdin method, atoms 1 to 8: As 1.41; As 1.37; Fe 0.55; S 1.16; O -0.01; O 0.11; O -0.11; O 0.06

***

3.
Computed, not measured: 2 unconnected molecules or ions with the total composition CH4OP2S at a distorted geometry, with wB97M-V/def2-TZVPD.

Cartesian coordinates (Å):
S -1.9432 -2.5137 -1.5225
P 0.1253 -0.2000 0.3053
P -1.2534 -0.8314 1.6198
O -0.7362 -1.5301 -2.0140
C 0.8013 1.5297 0.8815
H 0.5588 1.7366 1.9157
H 0.1880 -1.7506 -1.8859
H 0.3945 1.9799 0.0476
H 1.8648 1.5796 0.6525

The orbital gap (alpha / beta) comes out at 0.284 / 0.251 hartree.

Atomic partial charges in e from the Löwdin method, atoms 1 to 8: S 0.52; P 0.38; P 0.27; O -0.75; C -0.38; H 0.01; H -0.02; H -0.04

***

4.
Computed, not measured: a molecular structure, C16H20ClCrN2O7S2Te at a distorted geometry, with wB97M-V/def2-TZVPD.

Cartesian coordinates (Å):
Te 0.7929 -1.7655 -1.2899
Cr -0.0657 -0.1357 0.5469
Cl -0.2415 -0.1993 3.0793
S 0.2619 -5.0405 -1.5884
S -2.4887 -0.1688 0.1924
O 1.0140 6.0908 0.1892
O 1.8204 -0.0950 0.9292
O 1.1253 -0.1393 3.3956
O -0.6249 0.9762 2.3536
O 0.1351 1.4695 -0.4860
O -1.0389 -0.3499 4.2203
O -0.4770 -1.3286 2.2005
N -2.2591 -0.5698 -2.3867
N -2.9263 -2.4131 -1.1429
C -2.1334 -1.2426 -3.6613
C -3.3008 -3.0263 0.1092
C -0.1177 -4.0038 0.7235
C 3.1494 3.2199 0.5363
C 2.2873 2.1258 0.3298
C 2.7141 4.5111 0.4503
C 2.6698 0.7872 0.6736
C 0.2351 -3.6536 -0.5452
C 0.9496 2.4010 -0.1175
C -0.3637 -5.3869 0.8695
C -2.5419 -1.1419 -1.2127
C 4.1069 0.3387 0.6962
C -0.1966 -6.0740 -0.2890
C 1.3700 4.7869 0.1289
C 0.5312 3.7453 -0.2109
C -0.3533 6.4234 0.0978
H -4.3129 -2.7256 0.3862
H -0.6544 -5.8445 1.7995
H -1.9206 0.3802 -2.3107
H -3.2450 -4.1073 0.0174
H 3.3691 5.3417 0.6545
H -3.0839 -1.6862 -3.9655
H -0.7324 6.2879 -0.9198
H 4.1906 -0.5091 0.0115
H 4.1694 3.0432 0.8368
H -0.1862 -3.2854 1.5225
H -2.8115 -3.0108 -1.9485
H -0.2940 -7.1266 -0.4662
H -0.9518 5.8267 0.7918
H 4.7920 1.1167 0.3856
H -1.3558 -2.0160 -3.6199
H -1.8438 -0.5015 -4.4007
H -2.6270 -2.6883 0.8999
H -0.4883 3.9072 -0.5265
H 4.3711 -0.0177 1.6900
H -0.4194 7.4757 0.3715

As for the spin multiplicity: 4. The orbital gap (alpha / beta) comes out at 0.244 / 0.258 hartree.

Atomic partial charges in e from the Löwdin method, atoms 1 to 8: Te 1.08; Cr 0.37; Cl 0.65; S 0.90; S 0.77; O -0.06; O -0.22; O -0.25

***

5.
Computed, not measured: 11 unconnected molecules or ions with the total composition C3H28NO12 at a distorted geometry, with wB97M-V/def2-TZVPD.

Cartesian coordinates (Å):
O -2.2228 -0.9895 -1.3713
O 1.2948 -3.6195 -0.8910
O 2.6909 1.1670 2.0165
O -2.8860 1.1771 -2.6338
O 1.2468 0.1707 -0.7040
O 1.3796 3.1755 -0.4211
O -3.2435 3.3279 -0.8648
O 2.0109 -1.8279 1.0445
O -0.9806 2.5277 0.4562
O 3.5306 2.0067 -0.4296
O -0.3001 -1.8324 3.2276
O -1.2772 -3.6818 -1.6902
N -0.2616 0.1412 1.4282
C 0.4125 -0.6939 -0.7505
C -0.5346 -0.9423 0.3771
C -2.0169 -0.8386 0.0016
H -2.4125 0.0696 0.5007
H 1.7930 3.8827 0.0819
H 0.7518 0.1242 1.6490
H -1.6964 -4.0230 -2.4895
H -2.3988 -0.1940 -1.9348
H 3.4804 1.0500 2.5536
H -0.9386 3.1926 1.1520
H -2.4587 2.8603 -0.5167
H 1.7738 -4.1077 -1.5655
H -0.4603 1.0955 1.0143
H 3.7332 1.0863 -0.6653
H -2.6549 -1.6478 0.3946
H 2.1548 2.6565 -0.7832
H -0.3690 -1.9162 0.8650
H 0.5890 -2.0745 2.9309
H -3.1224 2.0879 -2.3444
H 0.2857 -1.4050 -1.5707
H -3.9791 3.1566 -0.2703
H -1.6152 -2.7690 -1.6770
H -2.3883 1.3225 -3.4467
H 2.8997 -1.4824 1.1154
H -0.1487 2.6472 -0.0843
H 0.3331 -3.7089 -1.0763
H 1.9116 -2.5427 0.3911
H 4.4108 2.4051 -0.3549
H -0.7715 -0.0812 2.2812
H 2.9720 1.5327 1.1524
H -0.5175 -2.4852 3.9018

Its net charge is +1. The orbital gap comes out at 0.388 hartree.

Atomic partial charges in e from the Löwdin method, atoms 1 to 8: O -0.09; O -0.06; O -0.06; O -0.04; O 0.08; O -0.07; O -0.06; O -0.05

***

6.
Computed, not measured: 2 unconnected molecules or ions with the total composition CHFNO5S at a distorted geometry, with wB97M-V/def2-TZVPD.

Cartesian coordinates (Å):
S 0.9253 -1.2595 -0.0759
F 0.4023 0.8889 1.4152
O 1.8750 -1.2260 1.0081
O 0.0337 -2.3927 -0.0895
O -1.1720 0.7024 -1.5492
O -0.4102 2.3849 -0.3661
O 1.4709 -0.7880 -1.3365
N -0.6575 1.2016 -0.5536
C -0.2478 0.2511 0.4615
H -2.2197 0.2373 1.0859

Its net charge is -1. The orbital gap (alpha / beta) comes out at 0.304 / 0.298 hartree.

Atomic partial charges in e from the Löwdin method, atoms 1 to 8: S 0.42; F 0.03; O -0.34; O -0.35; O 0.03; O 0.05; O -0.34; N -0.44

***

7.
Computed, not measured: 11 unconnected molecules or ions with the total composition C18H59N13O11 at a distorted geometry, with wB97M-V/def2-TZVPD.

Cartesian coordinates (Å):
O 0.2943 1.2729 0.5850
O -1.3810 -5.4600 0.6214
O -4.2216 -1.8787 3.2593
O 0.7739 5.7237 3.1413
O 0.8435 -0.6718 -2.5831
O -3.0768 3.8212 0.0771
O 2.7495 1.7175 -2.8411
O 1.7272 -1.7192 2.4112
O 4.4311 0.6231 1.7404
O -4.1125 1.8584 -2.5880
O -3.0749 -2.2220 -0.4548
N 0.7345 3.5014 3.0923
N -0.9151 4.4781 0.1930
N -1.8409 0.7511 -0.1169
N -2.6053 5.8712 0.7705
N 2.4739 4.7738 1.9918
N -0.4460 -5.1882 2.6505
N -2.1666 -3.7862 2.0196
N 5.6085 1.2143 -0.1150
N -3.6192 -2.0391 -2.6430
N 2.8214 -5.0827 1.0672
N 3.2640 1.6406 0.0959
N -0.3720 -0.8735 0.7203
N -2.4152 -3.8966 -1.8624
C -0.6123 0.4074 0.4544
C 2.4026 4.0501 -2.3139
C -5.0780 0.2620 2.5009
C -3.2105 2.3454 -3.5691
C -1.3025 -4.8115 1.7172
C 1.7258 -3.0955 2.2476
C -1.8546 1.8197 -3.3663
C 1.7698 2.8174 -2.9000
C -3.0689 -2.7196 -1.6060
C 2.9328 -1.2321 3.0610
C -3.9660 -0.7315 2.4441
C -2.2489 4.6558 0.3647
C 2.9226 -3.6543 1.4336
C 0.9233 -3.0041 -3.4357
C 1.3027 4.7057 2.7433
C 3.2823 -2.8794 0.2096
C 4.4310 1.0970 0.6135
C 1.4638 -1.6053 -3.4578
H -1.1002 2.3285 -4.0442
H -2.9251 -3.5936 1.4227
H 0.6708 -1.0208 -1.6860
H 3.1537 1.5690 -0.8532
H -3.7330 -2.2736 -3.6055
H -2.1618 -4.4983 -1.0978
H 0.7772 2.8013 2.4020
H 2.7270 5.7188 1.7063
H -3.5221 1.8872 -4.4870
H -3.9056 -1.0741 1.3962
H -3.2403 3.4439 -3.6547
H -3.7815 2.2724 -1.7451
H -1.4429 1.8729 -2.3768
H 3.1185 -1.8218 4.0200
H -0.6513 3.5197 0.2747
H 0.3094 -5.7439 2.2650
H 2.1314 0.9507 -2.8691
H 0.0016 -3.0777 -4.0113
H 3.7542 -3.5411 2.1029
H 0.6297 -3.4427 -2.4520
H -4.9927 1.0985 1.8138
H 1.5455 4.7341 -2.0456
H 4.1598 -3.2606 -0.3108
H 3.8003 -1.2958 2.4779
H -2.5709 -4.3315 -2.7709
H 2.5726 -1.5769 -3.4158
H -0.3812 5.0603 0.7893
H 0.9062 2.5193 -2.2889
H -1.8605 0.7400 -3.7549
H 0.4600 -1.1186 1.2062
H 1.4090 2.9466 -3.9561
H 1.7364 -3.6981 -3.8330
H -3.0147 -0.1763 2.6732
H 3.5899 -1.8499 0.4317
H -6.0301 -0.2825 2.2591
H -2.0341 1.7452 -0.0094
H 1.2137 -1.3149 -4.4608
H 5.6986 1.7155 -0.9991
H 2.2551 -5.3628 0.2763
H -3.9803 -1.1501 -2.3287
H 2.4586 -2.8737 -0.5275
H 3.6988 -5.5549 1.0423
H -1.1970 -1.4766 0.8085
H 3.0130 3.9818 1.7691
H -0.1093 -4.5693 3.4111
H -2.3623 -3.3993 2.9438
H -0.1801 3.6384 3.4679
H -5.2977 0.6721 3.4766
H 3.0735 4.6794 -2.9109
H -1.9238 6.6017 0.8252
H -3.5909 6.0982 0.7087
H 0.7970 -3.3304 1.7792
H 2.4302 1.3135 0.5859
H 2.8832 3.7774 -1.4078
H -2.5586 0.0386 -0.0829
H 1.6697 -3.6097 3.1871
H 6.3329 1.4044 0.5680
H 2.7495 -0.1958 3.4115
H -4.4689 -1.4709 4.1100

As for the SMILES: COC[C@H](C)N.NC(N)=O.NC(N)=O.NC(N)=O.NC(N)=O.NC(N)=O.NC(N)=O.CCO.CCO.CCO.CCO. The orbital gap comes out at 0.360 hartree.

Atomic partial charges in e from the Löwdin method, atoms 1 to 8: O -0.05; O -0.04; O -0.08; O 0.01; O -0.09; O 0.03; O -0.13; O -0.21

***

8.
Computed, not measured: 2 unconnected molecules or ions with the total composition C5H14 at a distorted geometry, with wB97M-V/def2-TZVPD.

Cartesian coordinates (Å):
C -0.7139 -1.0619 -0.0817
C -1.4122 -2.3996 -0.4175
C 1.9356 1.9919 -0.3550
C 1.7835 1.1414 0.8761
C -1.5710 0.1693 0.0671
H 2.5307 1.0057 1.6815
H 0.9632 2.1175 -0.8883
H -1.1262 -3.1820 0.2045
H -2.4242 0.1414 -0.6710
H -0.0854 -1.2009 0.7134
H -0.9384 1.0642 -0.3440
H 2.5811 1.4742 -1.0223
H -2.4914 -2.2484 -0.2371
H 1.4232 0.0991 0.6246
H 2.1851 3.0069 -0.4212
H -0.0708 -0.8688 -1.0447
H 0.8207 1.6625 1.3512
H -1.3428 -2.6046 -1.5881
H -2.1572 0.4868 1.1076

As for the SMILES: CCC.CC. The orbital gap comes out at 0.442 hartree.

Atomic partial charges in e from the Löwdin method, atoms 1 to 8: C -0.36; C -0.12; C -0.19; C -0.17; C -0.16; H 0.06; H 0.07; H 0.03

***

9.
Computed, not measured: a molecular structure, C26H33O5Ti at a distorted geometry, with wB97M-V/def2-TZVPD.

Cartesian coordinates (Å):
Ti -0.1954 0.5477 1.6299
O 0.4838 -0.7760 -5.7256
O 1.9012 -2.7346 2.5982
O 0.4628 0.2120 5.0525
O 0.5823 -0.9184 2.4702
O -0.2794 0.3927 -0.4553
C -0.8519 1.1330 -1.6643
C -2.5012 1.2395 1.2076
C -0.9904 2.6157 -1.4253
C -1.8202 0.4216 3.2533
C 1.3121 -1.3732 -7.9427
C 0.3537 2.8202 1.5243
C -2.4285 -0.1927 1.1174
C 0.2116 -0.2964 -8.1042
C 0.5364 -1.3277 6.8848
C 0.5938 -1.0717 5.5082
C 0.6826 -2.6356 7.3379
C 0.8184 -2.1170 4.5820
C 0.7592 -0.1620 -1.3974
C 1.1371 -1.9397 3.1180
C 0.9441 -3.4218 5.0677
C -2.1335 1.6155 2.5235
C -0.0812 0.1636 -6.6611
C 1.1551 -1.8160 -6.4779
C -2.0335 -0.6964 2.3842
C 1.3552 2.2839 0.6602
C 0.8593 -3.6899 6.4329
C 1.6964 1.3968 2.7499
C -2.1845 0.5213 -2.0321
C 2.1707 1.4029 1.4078
C 0.3080 0.6985 -2.5675
C 0.5840 2.2951 2.8399
H 1.1734 -2.2048 -8.6334
H -0.3872 3.5722 1.2458
H 0.5298 0.5405 -8.7281
H -1.9827 -1.7543 2.6433
H -1.1623 0.2467 -6.4683
H 0.0484 0.1124 -3.4539
H -1.5074 3.0749 -2.2747
H 1.5739 2.6212 -0.3485
H -2.7081 -0.7997 0.2607
H 0.1058 2.6090 3.7562
H 0.5508 -2.7381 -6.4385
H 2.1163 -2.0358 -5.9951
H 0.5568 -1.2333 -1.5123
H 0.3921 -0.5058 7.5907
H 3.0655 0.9044 1.0473
H 0.9705 -4.7156 6.7865
H 2.1573 0.8908 3.5881
H -2.1331 2.6342 2.9150
H 2.2977 -0.9208 -8.1055
H -2.9686 0.8156 -1.3222
H -2.4805 0.8978 -3.0180
H -0.0296 3.1170 -1.3457
H -2.0902 -0.5667 -2.1013
H 1.7679 0.0465 -1.0214
H 1.1515 -4.2340 4.3779
H -2.8783 1.9127 0.4448
H 1.0122 1.5102 -2.7917
H -1.6115 0.3721 4.3161
H 0.3380 0.7993 5.8230
H 0.3618 1.1562 -6.4751
H 0.6396 -2.8117 8.4106
H -0.6922 -0.7486 -8.5317
H -1.5858 2.8447 -0.5377

As for the spin multiplicity: 2. The orbital gap (alpha / beta) comes out at 0.239 / 0.300 hartree.

Atomic partial charges in e from the Löwdin method, atoms 1 to 8: Ti 0.91; O -0.17; O 0.07; O 0.00; O -0.19; O -0.25; C -0.48; C -0.16

***

10.
Computed, not measured: C3H7NS2 in the gas phase at a distorted geometry, with wB97M-V/def2-TZVPD.

Cartesian coordinates (Å):
S -0.8227 -1.6314 -0.2496
S 2.0236 -1.9168 -0.0584
N 1.5063 1.2662 -0.5164
C -2.0505 -0.3503 0.0052
C 0.8710 0.4962 0.5094
C 0.6991 -0.9512 0.1479
H -2.9847 -0.8052 -0.3406
H 0.8333 1.2277 -1.3812
H -1.9012 0.5116 -0.6385
H -2.0954 -0.0687 1.0607
H 2.4276 0.7989 -0.7441
H 1.5746 0.4697 1.3660
H -0.0811 0.9534 0.8397

As for the SMILES: CSC(=S)CN. The orbital gap comes out at 0.310 hartree.

Atomic partial charges in e from the Löwdin method, atoms 1 to 8: S 0.86; S 0.61; N -0.03; C -0.40; C -0.43; C -1.15; H 0.04; H 0.12

***

no.,DFT total energy (a.u.)
1,-283.06263
2,-9112.54675
3,-1196.48615
4,-3826.73178
5,-1088.54286
6,-967.55786
7,-2260.88336
8,-198.81670
9,-2236.16270
10,-969.60458